Density functional theory data (ωB97M-V/def2-TZVPD) for a single CH2N4O molecule at a distorted geometry.

Last column: Löwdin charge in e.
Cartesian coordinates (Å):
H -2.52606 0.69712 -0.11660  0.04
N -2.01799 -0.14986 -0.16062  0.18
C -0.77199 0.03879 0.02689  -0.52
N 0.04191 -1.12947 0.16606  0.09
N 1.26310 -0.85636 0.01538  0.10
O 1.41607 0.60126 -0.24298  -0.10
N 0.11010 1.08247 0.09928  0.02
H 0.04964 1.63269 1.05845  0.20

Cartesian forces (eV/Å) of the 2 atoms listed first:
-0.72 1.27 -0.49
1.77 -0.24 1.00

Computed properties:
- Molar mass: 86.1 g mol⁻¹
- Relative energy (zero: lowest compared OMol25 entry of this formula, charge and spin): 79.2 kcal per mole

Density functional theory data (ωB97M-V/def2-TZVPD) for 2 unconnected molecules or ions with the total composition CH2N4O2 at a distorted geometry.

Last column: Löwdin charge in e.
Cartesian coordinates (Å):
C 0.06998 1.86192 0.37365  -0.08
N 0.31635 2.96464 0.43633  0.05
N -0.90529 -0.44913 -0.93844  0.09
N -0.30372 -0.08905 0.16456  -0.05
N 0.76995 -0.73673 0.69707  -0.46
O 1.45467 -0.12281 1.46312  0.10
O 0.85271 -1.90210 0.37976  0.09
H -0.36942 -0.84918 -1.69968  0.13
H -1.88524 -0.67756 -0.87638  0.13

Cartesian forces (eV/Å) of the 2 atoms listed first:
-0.63 -6.41 -0.67
0.36 2.55 0.15

Computed properties:
- Molar mass: 102.1 g mol⁻¹
- Relative energy (zero: lowest compared OMol25 entry of this formula, charge and spin): 157.6 kcal per mole